Here is C37H44BrIrN2O2P as an isolated structure in a non-equilibrium geometry from OMol25. Energies are from wB97M-V/def2-TZVPD.

CARTESIAN COORDINATES (ANGSTROEM)
Ir: 0.42640 -0.16900 -0.14800
Br: 1.16200 2.12820 1.16900
C: 0.64620 1.41550 2.88470
C: 0.96300 2.16430 3.98470
C: 0.59840 1.71060 5.25760
C: -0.07550 0.52910 5.38480
C: -0.42660 -0.23960 4.25700
C: -1.16300 -1.43280 4.39570
C: -1.55770 -2.13800 3.29470
C: -1.21180 -1.69370 2.01010
C: -0.44390 -0.56780 1.80690
C: -0.05930 0.19630 2.94730
H: 1.48400 3.10150 3.87400
H: 0.84160 2.30170 6.12520
H: -0.35930 0.16330 6.35980
H: -1.42850 -1.76720 5.38760
H: -2.14610 -3.03680 3.40350
H: -1.56710 -2.26460 1.16400
C: 1.41570 -4.17380 -2.05820
C: 0.74410 -2.82110 -2.04940
O: 0.33200 -2.38480 -0.95390
C: 0.56070 -2.14500 -3.30510
C: 0.80090 -2.80350 -4.52460
C: 0.47330 -2.23710 -5.73100
C: -0.12670 -0.97400 -5.76310
C: -0.31900 -0.27600 -4.60460
C: 0.07020 -0.79480 -3.33490
O: -0.02510 -0.03730 -2.30970
H: 1.44460 -4.57930 -1.05120
H: 2.42930 -4.09490 -2.44600
H: 0.86080 -4.86660 -2.68590
H: 1.23250 -3.79080 -4.51760
H: 0.65930 -2.76780 -6.65100
H: -0.44940 -0.55130 -6.70340
H: -0.77360 0.70330 -4.61320
C: -0.36820 4.34300 -1.32150
C: -0.68280 3.14980 -2.23210
C: 0.66770 2.63320 -2.72640
C: -1.49330 3.63410 -3.43060
P: -1.55260 1.73540 -1.18330
C: -2.40940 2.71060 0.11630
C: -3.18930 3.83560 -0.14340
C: -3.83750 4.48890 0.88880
C: -3.72740 4.02850 2.19090
C: -2.98290 2.89190 2.45430
C: -2.34420 2.23640 1.41850
C: -3.13190 0.77400 -1.83300
C: -4.17330 0.75650 -0.71200
C: -3.74740 1.40560 -3.07430
C: -2.78850 -0.68660 -2.11950
H: -0.03580 5.17010 -1.94790
H: 0.43620 4.10780 -0.63150
H: -1.21180 4.69720 -0.74330
H: 1.24920 3.46690 -3.11630
H: 0.56240 1.90230 -3.51820
H: 1.23030 2.17870 -1.91240
H: -0.94080 4.43570 -3.91950
H: -2.45870 4.03570 -3.14180
H: -1.64050 2.85090 -4.16680
H: -3.31470 4.20020 -1.15130
H: -4.43480 5.36280 0.67450
H: -4.23320 4.54470 2.99160
H: -2.89510 2.50590 3.45980
H: -1.80700 1.32180 1.61880
H: -4.60910 1.73310 -0.53130
H: -3.75460 0.37410 0.21570
H: -4.98220 0.09500 -1.01340
H: -4.01500 2.44540 -2.90380
H: -4.66260 0.86580 -3.31620
H: -3.08710 1.33130 -3.93470
H: -2.14740 -1.09290 -1.33690
H: -2.29820 -0.80660 -3.07960
H: -3.70330 -1.27650 -2.14340
C: 3.28770 -4.33760 2.07050
C: 3.27920 -2.90200 1.70280
C: 4.16040 -1.87360 1.96560
C: 3.62300 -0.73170 1.35320
N: 2.47660 -1.04960 0.75210
N: 2.28410 -2.36190 0.97920
C: 4.22570 0.62540 1.35210
H: 4.15610 -4.57300 2.67700
H: 3.30900 -4.96520 1.18090
H: 2.38660 -4.57910 2.63010
H: 5.07110 -1.92800 2.52420
H: 1.46640 -2.80850 0.57890
H: 5.31110 0.55210 1.32800
H: 3.94910 1.15810 2.26240
H: 3.88970 1.19840 0.49280

Cartesian forces (eV/Å) of the 2 atoms listed first:
-1.135 1.145 1.906
-0.642 -1.489 -0.464

Summary:
**Net charge**: +1
**Max |F|**: 2.496 eV Å⁻¹
**LUMO energy (alpha / beta)**: -3.9 / -4.2 eV
**Energy above the lowest of the compared OMol25 structures with the same formula, charge and spin**: 4.2182 eV
**Orbital gap (alpha / beta)**: 6.375 / 6.129 eV
**Energy**: -4715.71319 hartree